Entry 1:
C2H6ClOP in the gas phase at a distorted geometry. Source: OMol25; level of theory: ωB97M-V/def2-TZVPD.

Structure (ORCA input):
```
! RIJCOSX wB97M-V def2-TZVPD def2/J DEFGRID3
* xyz 0 1
C -1.206 -0.679 0.211
O -0.022 0.068 0.485
C 0.859 0.379 -0.533
P 2.635 0.777 0.339
Cl 3.830 -0.703 -0.278
H -1.679 -0.956 1.184
H -0.996 -1.678 -0.166
H -1.958 0.020 -0.257
H 0.764 1.274 -1.193
H 1.038 -0.459 -1.170
H 2.283 -0.009 1.550
*
```

Computed properties:
LUMO level   0.86 eV
ΔE to the lowest compared entry with this formula, charge and spin   261.23 kJ/mol
SMILES string   COCPCl

Here are the Löwdin charges for atoms 1 to 2, given in e: -0.10, -0.30

Entry 2:
A molecular structure, C43H41AsCl3N8O4S3SiZr at a distorted geometry. Source: OMol25; level of theory: ωB97M-V/def2-TZVPD.

Structure (ORCA input):
```
! RIJCOSX wB97M-V def2-TZVPD def2/J DEFGRID3
* xyz 1 1
Zr 0.533 0.172 0.576
C -4.113 -6.857 2.005
C -3.493 -5.494 1.867
C -3.684 -4.517 2.845
C -3.087 -3.276 2.737
C -2.314 -3.008 1.612
C -2.144 -3.944 0.598
C -2.723 -5.188 0.743
S -1.534 -1.468 1.491
O -0.060 -1.590 1.842
O -2.201 -0.534 2.355
N -1.321 -0.968 -0.001
C -2.421 -0.484 -0.770
C -3.720 -0.885 -0.636
C -4.724 -0.348 -1.475
C -4.417 0.570 -2.432
C -3.076 0.998 -2.597
C -2.675 1.955 -3.553
C -1.358 2.299 -3.645
C -0.429 1.687 -2.784
N -0.761 0.806 -1.871
C -2.073 0.461 -1.769
H -4.851 -6.880 2.804
H -3.343 -7.598 2.228
H -4.594 -7.159 1.074
H -4.303 -4.739 3.705
H -3.216 -2.514 3.494
H -1.572 -3.694 -0.287
H -2.567 -5.943 -0.019
H -3.988 -1.613 0.118
H -5.746 -0.678 -1.346
H -5.184 0.978 -3.079
H -3.421 2.407 -4.196
H -1.014 3.036 -4.358
H 0.621 1.956 -2.836
Cl 0.804 -4.969 0.987
Si 1.840 -3.116 0.968
Cl 2.625 -0.114 1.656
Cl 2.647 -3.295 2.870
O 2.844 2.708 0.718
S 1.855 3.156 -0.218
O 2.230 3.125 -1.601
N 0.448 2.261 0.054
C -0.579 3.064 0.439
S -2.074 2.459 0.747
C -0.171 4.477 0.600
C -0.941 5.520 1.083
C -0.347 6.766 1.222
C 0.987 6.968 0.873
C 1.765 5.924 0.392
C 1.160 4.690 0.273
H -1.979 5.349 1.344
H -0.929 7.591 1.611
H 1.426 7.951 0.976
H 2.802 6.074 0.117
C 1.653 2.447 3.676
As 0.179 1.305 3.109
C -1.217 2.371 3.936
C 0.416 -0.123 4.455
C 0.539 0.330 5.875
C -0.588 0.596 6.652
C -0.459 0.966 7.983
C 0.799 1.060 8.564
C 1.927 0.789 7.803
C 1.795 0.435 6.468
H 1.442 2.847 4.664
H 1.786 3.261 2.967
H 2.576 1.873 3.695
H -0.999 2.458 4.994
H -2.186 1.902 3.779
H -1.225 3.356 3.474
H 1.320 -0.643 4.141
H -0.421 -0.807 4.334
H -1.575 0.485 6.218
H -1.344 1.171 8.573
H 0.896 1.335 9.607
H 2.913 0.844 8.247
H 2.678 0.213 5.877
C 0.308 -2.264 -2.483
C 1.458 -1.340 -2.302
N 1.666 -0.489 -1.299
C 2.896 0.114 -1.546
C 3.407 -0.363 -2.694
N 2.489 -1.285 -3.163
C 2.712 -2.177 -4.299
N 4.058 -2.659 -4.305
N 4.859 -2.416 -5.385
N 6.049 -2.770 -5.110
C 6.085 -3.238 -3.805
C 7.153 -3.679 -3.021
C 6.878 -4.031 -1.720
C 5.568 -3.968 -1.201
C 4.505 -3.540 -1.965
C 4.801 -3.168 -3.278
H -0.423 -2.082 -1.705
H 0.634 -3.306 -2.411
H -0.167 -2.114 -3.454
H 3.338 0.822 -0.871
H 4.322 -0.135 -3.212
H 2.567 -1.646 -5.236
H 2.001 -2.996 -4.235
H 8.153 -3.735 -3.431
H 7.679 -4.364 -1.074
H 5.393 -4.257 -0.171
H 3.500 -3.498 -1.559
*
```

Computed properties:
LUMO level   -3.24 eV

Here are the Löwdin charges for atoms 1 to 2, given in e: 1.33, -0.03

Entry 3:
C6H11NO in the gas phase. Source: OMol25; level of theory: ωB97M-V/def2-TZVPD.

Structure (ORCA input):
```
! RIJCOSX wB97M-V def2-TZVPD def2/J DEFGRID3
* xyz 0 1
C -1.226 0.564 -0.902
C 1.717 -0.781 0.459
C -1.493 -1.891 0.267
C 0.894 2.175 -0.220
C -0.886 -0.524 0.144
C 0.138 0.911 -0.355
N 0.607 -0.379 -0.393
O -0.791 0.280 1.258
H -1.217 0.302 -1.962
H -2.055 1.203 -0.615
H 1.881 -1.852 0.340
H 1.508 -0.551 1.508
H 2.628 -0.265 0.148
H -0.955 -2.467 1.022
H -1.470 -2.425 -0.683
H -2.529 -1.783 0.595
H 1.700 2.078 0.506
H 0.224 2.978 0.080
H 1.325 2.426 -1.196
*
```

Computed properties:
LUMO level   0.91 eV
ΔE to the lowest compared entry with this formula, charge and spin   346.04 kJ/mol

Here are the Löwdin charges for atoms 1 to 2, given in e: 0.00, -0.06

Entry 4:
A molecular structure, C37H38AsCrF5NP2S2. Source: OMol25; level of theory: ωB97M-V/def2-TZVPD.

Structure (ORCA input):
```
! RIJCOSX wB97M-V def2-TZVPD def2/J DEFGRID3
* xyz 2 4
Cr 0.862 0.594 -1.399
C -4.768 -2.157 3.652
S -4.806 -0.750 2.518
C -3.657 0.395 3.345
C -2.464 0.772 2.464
C -1.618 -0.455 2.151
N -0.621 -0.289 1.057
P -1.037 -0.553 -0.554
C -2.431 0.473 -0.999
C -2.140 1.810 -1.285
C -3.146 2.709 -1.586
C -4.463 2.259 -1.613
C -4.763 0.933 -1.337
C -3.751 0.033 -1.029
C -1.476 -2.268 -0.777
C -1.202 -3.208 0.213
C -1.556 -4.536 0.019
C -2.164 -4.928 -1.165
C -2.423 -3.996 -2.163
C -2.083 -2.667 -1.972
P 0.805 0.643 1.075
C 2.166 -0.347 1.721
C 3.382 0.309 1.926
C 4.496 -0.411 2.330
C 4.397 -1.783 2.536
C 3.187 -2.433 2.337
C 2.073 -1.717 1.921
C 0.630 1.987 2.238
C 0.403 3.282 1.776
C 0.246 4.323 2.679
C 0.311 4.064 4.041
C 0.546 2.772 4.505
C 0.720 1.732 3.608
H -5.448 -2.905 3.249
H -5.120 -1.866 4.639
H -3.771 -2.590 3.724
H -3.328 -0.065 4.279
H -4.212 1.294 3.604
H -1.868 1.531 2.973
H -2.837 1.221 1.541
H -2.287 -1.260 1.838
H -1.093 -0.802 3.045
H -1.113 2.190 -1.234
H -2.918 3.747 -1.788
H -5.260 2.953 -1.848
H -5.791 0.597 -1.354
H -3.994 -0.993 -0.787
H -0.724 -2.909 1.134
H -1.356 -5.264 0.793
H -2.441 -5.963 -1.311
H -2.894 -4.305 -3.086
H -2.304 -1.944 -2.745
H 3.461 1.384 1.792
H 5.436 0.097 2.499
H 5.263 -2.345 2.859
H 3.112 -3.500 2.503
H 1.139 -2.230 1.743
H 0.342 3.483 0.712
H 0.079 5.330 2.323
H 0.191 4.874 4.748
H 0.607 2.582 5.568
H 0.933 0.734 3.973
F 7.367 1.324 -1.047
C 6.189 0.745 -1.179
C 5.050 1.521 -1.329
F 5.122 2.844 -1.337
C 3.847 0.868 -1.455
F 2.697 1.657 -1.567
C 3.686 -0.497 -1.451
S 2.111 -1.283 -1.624
C 4.843 -1.245 -1.293
F 4.768 -2.570 -1.258
C 6.081 -0.638 -1.160
F 7.166 -1.374 -1.006
C -0.267 2.276 -4.614
As 0.506 0.660 -3.891
C -0.588 -0.725 -4.664
C 2.164 0.513 -4.863
H -0.314 2.176 -5.698
H 0.354 3.133 -4.359
H -1.269 2.420 -4.215
H -0.458 -0.687 -5.744
H -1.633 -0.544 -4.419
H -0.280 -1.699 -4.291
H 1.928 0.525 -5.926
H 2.656 -0.421 -4.601
H 2.815 1.352 -4.627
*
```

Computed properties:
LUMO level (spin up / spin down)   -7.25 / -6.08 eV
ΔE to the lowest compared entry with this formula, charge and spin   13.08 kJ/mol

Here are the Löwdin charges for atoms 1 to 2, given in e: 0.16, -0.40